# 1
83
Properties=species:S:1:pos:R:3:forces:R:3 method="wB97M-V/def2-TZVPD" energy_ev=-82955.871 total_charge=-1 gap_ev=6.53 e_above_lowest_kj_mol=10.15 lumo_ev=2.38 e_homo_ev=-4.1531
Pt 0.0080 -1.5009 0.0710 0.0477 -0.3684 0.0479
C -4.4314 -1.2305 2.0903 -0.0244 -0.0118 -0.0215
Si -3.6822 -1.6038 0.4017 0.0166 0.0378 0.1487
C -4.8370 -0.8552 -0.8907 0.0157 -0.0238 -0.0065
C -3.6726 -3.4470 0.1534 0.0536 -0.0262 0.0052
N -2.0948 -0.9444 0.3304 -0.0777 0.1346 -0.4253
P -1.6093 0.6042 0.2816 0.2840 -0.4155 0.0058
C 0.0104 0.4013 0.6762 -0.0554 0.9797 0.1656
P 1.6594 0.5808 0.4138 -0.1270 -0.4692 -0.1482
N 2.0486 -0.9936 0.3307 0.0217 0.1155 0.0690
Si 3.4706 -1.9260 0.0932 0.0113 0.0137 -0.1317
C 3.2638 -3.5871 0.9147 -0.0260 0.0009 0.0303
C 3.8087 -2.1505 -1.7358 -0.0171 -0.0189 0.0052
C 4.9423 -1.0430 0.8750 0.0123 -0.0155 -0.0095
C 2.2787 1.3914 -1.1013 0.0120 0.0157 0.0213
C 1.4602 1.3744 -2.2268 -0.0016 0.0419 -0.0019
C 1.9297 1.8277 -3.4507 0.0021 0.0022 0.0043
C 3.2301 2.2983 -3.5649 -0.0062 0.0039 0.0089
C 4.0589 2.3103 -2.4509 0.0044 0.0033 -0.0003
C 3.5869 1.8583 -1.2270 0.0133 -0.0138 -0.0074
C 2.4655 1.4725 1.7773 0.0578 -0.0801 0.0374
C 2.8438 2.8096 1.7249 -0.0721 0.0273 0.0339
C 3.3478 3.4399 2.8566 -0.0020 0.0075 -0.0064
C 3.4785 2.7367 4.0440 0.0045 -0.0095 0.0027
C 3.0903 1.4031 4.1068 -0.0106 0.0034 -0.0104
C 2.5796 0.7778 2.9815 0.0565 -0.0035 -0.0026
C -2.4872 1.7249 1.4166 -0.1237 -0.1202 0.0538
C -3.7200 2.3051 1.1237 -0.0087 -0.0121 0.0078
C -4.3881 3.0550 2.0801 0.0016 0.0006 -0.0099
C -3.8298 3.2284 3.3398 0.0051 0.0046 0.0048
C -2.6046 2.6503 3.6411 -0.0005 -0.0044 -0.0095
C -1.9379 1.8976 2.6847 0.0160 0.0445 -0.0219
C -1.9567 1.2983 -1.3736 -0.1269 0.0240 0.0233
C -1.9982 0.4196 -2.4563 -0.0510 0.0107 0.0089
C -2.1628 0.8997 -3.7461 0.0075 -0.0040 0.0073
C -2.2921 2.2649 -3.9714 0.0034 -0.0133 -0.0120
C -2.2476 3.1464 -2.9017 0.0052 0.0082 0.0225
C -2.0806 2.6647 -1.6095 0.1418 0.0229 -0.0234
H -5.3677 -1.7760 2.2411 -0.0015 0.0099 -0.0088
H -4.6356 -0.1647 2.2199 0.0079 -0.0056 0.0095
H -3.7310 -1.5326 2.8728 -0.0117 -0.0083 0.0016
H -5.8226 -1.3252 -0.8208 -0.0008 0.0106 0.0070
H -4.4593 -1.0165 -1.9028 -0.0137 -0.0081 0.0014
H -4.9732 0.2206 -0.7561 0.0122 0.0043 -0.0065
H -4.6965 -3.8120 0.0334 0.0033 -0.0040 0.0246
H -3.2234 -3.9612 1.0061 0.0087 0.0115 0.0017
H -3.0915 -3.7311 -0.7230 -0.0296 0.0044 -0.0219
H 2.3140 -4.0300 0.6116 0.0130 0.0019 -0.0092
H 3.2643 -3.4834 2.0031 -0.0059 -0.0030 -0.0033
H 4.0608 -4.2785 0.6299 0.0112 0.0152 0.0100
H 2.9136 -2.5543 -2.2157 0.0145 -0.0170 0.0034
H 4.6328 -2.8444 -1.9208 -0.0002 0.0103 -0.0024
H 4.0459 -1.1935 -2.2100 -0.0151 0.0052 0.0054
H 4.7886 -0.8870 1.9453 0.0039 0.0015 -0.0022
H 5.1286 -0.0689 0.4170 0.0011 -0.0033 0.0012
H 5.8483 -1.6432 0.7487 -0.0085 -0.0026 -0.0008
H 0.4543 0.9890 -2.1391 -0.0064 -0.0080 -0.0017
H 1.2764 1.8056 -4.3143 0.0010 0.0019 0.0011
H 3.6004 2.6501 -4.5199 0.0010 -0.0032 -0.0007
H 5.0788 2.6649 -2.5354 -0.0020 0.0022 -0.0025
H 4.2499 1.8590 -0.3707 -0.0104 0.0049 -0.0033
H 2.7336 3.3702 0.8050 0.0088 -0.0075 -0.0002
H 3.6379 4.4822 2.8073 0.0017 -0.0011 0.0028
H 3.8785 3.2271 4.9230 -0.0041 0.0017 0.0003
H 3.1812 0.8538 5.0356 0.0043 0.0002 -0.0001
H 2.2592 -0.2575 3.0178 0.0042 0.0004 -0.0042
H -4.1636 2.1684 0.1451 0.0055 0.0043 -0.0032
H -5.3461 3.5010 1.8432 0.0003 0.0008 0.0035
H -4.3523 3.8136 4.0867 0.0001 -0.0043 0.0000
H -2.1692 2.7806 4.6240 0.0000 0.0028 -0.0003
H -0.9833 1.4295 2.8987 -0.0015 -0.0009 -0.0001
H -1.8829 -0.6422 -2.2713 -0.0022 -0.0008 0.0015
H -2.1904 0.2055 -4.5769 -0.0018 0.0041 -0.0019
H -2.4242 2.6395 -4.9791 0.0017 0.0006 0.0017
H -2.3411 4.2122 -3.0705 0.0053 -0.0009 -0.0032
H -2.0241 3.3647 -0.7841 -0.0299 -0.0096 0.0098
O 0.3212 -3.4834 -0.7137 0.0131 0.1468 0.2093
N -0.6491 -4.2538 -0.9923 -0.0098 -0.0934 -0.0596
C -0.3086 -5.4408 -1.4586 -0.0457 0.0434 -0.0133
C 1.0536 -5.8387 -1.6438 0.0157 -0.0005 -0.0057
N 2.1468 -6.1648 -1.7985 -0.0065 -0.0060 0.0028
C -1.3609 -6.3405 -1.8037 -0.0093 0.0254 -0.0227
N -2.2005 -7.0725 -2.0965 0.0147 -0.0185 0.0131


# 2
21
Properties=species:S:1:pos:R:3:forces:R:3 method="wB97M-V/def2-TZVPD" energy_ev=-20003.599 gap_ev=10.96 e_above_lowest_kj_mol=20.42 lumo_ev=0.15 smiles="C[N+](=O)[O-].C[N+](=O)[O-].C[N+](=O)[O-]" e_homo_ev=-10.8170
C 4.6132 0.6569 0.3080 0.2301 0.0511 0.1396
N 3.8319 -0.3280 1.1071 0.1065 0.4291 -0.5870
O 4.0899 -0.4960 2.2591 0.4833 -0.0331 1.1407
O 2.9636 -0.9046 0.4991 -0.7295 -0.4634 -0.5375
H 4.8954 0.1245 -0.5928 0.0143 0.1904 -0.1398
H 5.4759 0.9955 0.8709 -0.0305 -0.1400 0.1074
H 3.9589 1.4964 0.0968 -0.1018 -0.0701 -0.1163
C -3.9500 0.0910 -2.7145 0.3550 0.0293 0.0614
N -4.4209 -0.3820 -1.3911 -1.1550 -0.0428 0.3415
O -3.6281 -0.7323 -0.5466 0.4210 0.0829 -0.2103
O -5.6331 -0.4227 -1.2531 0.3586 0.0242 -0.0452
H -2.9422 0.4786 -2.6019 0.0008 -0.1393 -0.0642
H -4.6375 0.8478 -3.0690 -0.0848 -0.0017 0.0456
H -3.9920 -0.7840 -3.3568 0.1413 0.0423 -0.1118
C -0.2096 -0.5910 1.1062 -0.9000 -1.0063 0.0710
N 0.1120 0.5556 1.9670 -0.0260 0.7056 -0.0075
O 1.1227 0.5196 2.6314 0.2473 -0.1849 0.0461
O -0.6645 1.4916 1.9574 -0.0887 -0.0228 -0.1386
H -1.2822 -0.7664 1.1878 0.0312 0.1582 0.0853
H 0.3178 -1.4618 1.4771 0.3012 0.1202 -0.1833
H -0.0211 -0.3888 0.0576 0.4258 0.2712 0.1029


# 3
11
Properties=species:S:1:pos:R:3:forces:R:3 method="wB97M-V/def2-TZVPD" energy_ev=-6185.260 gap_ev=9.34 e_above_lowest_kj_mol=316.92 lumo_ev=1.14 smiles="C1=NNCC1" e_homo_ev=-8.2090
C -0.9965 0.1047 0.2449 -1.1085 0.7306 -0.3561
C 0.3080 0.9135 -0.2280 -1.2877 1.9560 -0.4213
C 1.4148 -0.1537 0.0980 -0.4524 2.4533 0.3988
H -2.1029 0.3510 -0.3169 3.3990 -0.4793 1.7061
H -1.0682 0.3014 1.5000 -0.0411 -0.8939 -3.3209
H 0.2576 1.9354 0.2785 0.6975 -1.4894 -0.2943
H 0.3061 1.2229 -1.3731 -0.0308 -1.1116 2.0746
H 2.5091 0.0219 0.4017 -1.9296 -0.4302 -0.8740
H -0.9859 -2.1804 -0.4973 1.3438 3.3843 1.6051
N 0.8713 -1.2853 0.0455 -0.5478 -2.3323 -0.1332
N -0.5134 -1.2314 -0.1534 -0.0425 -1.7875 -0.3849